# C4H10ClN

A structure of composition C4H10ClN (wB97M-V/def2-TZVPD, the Open Molecules 2025 dataset).

Each line ends with the natural charge from an NBO analysis.
Atoms and positions in Å:
C1 1.09 -1.48 -0.46  -0.577
C2 -0.37 0.84 1.38  -0.722
C3 1.21 0.07 -0.47  -0.486
C4 -0.04 0.74 -0.08  0.481
N1 -1.06 0.93 -0.83  -0.663
Cl1 -3.20 -0.34 0.27  -0.729
H1 0.27 -1.77 -1.03  0.222
H2 0.82 -1.84 0.62  0.218
H3 2.14 -1.80 -0.74  0.230
H4 -1.28 0.12 1.49  0.314
H5 0.42 0.39 1.92  0.209
H6 -0.54 1.86 1.58  0.246
H7 1.42 0.39 -1.58  0.219
H8 2.02 0.18 0.26  0.242
H9 -0.85 1.02 -1.79  0.380
H10 -2.07 0.67 -0.55  0.416

Computed properties:
LUMO energy = -0.177 eV
ΔE to the lowest compared entry with this formula, charge and spin = 130.7 kJ/mol
Electronic energy = -673.30964 hartree
Multiplicity = 1
Total charge = 0
HOMO level = -8.80 eV